{"formula": "C5H8O", "method": "ωB97M-V with the def2-TZVPD basis set", "homo_energy_ev": -10.10, "gap_ev": 10.110, "symbols": ["C", "C", "C", "C", "C", "O", "H", "H", "H", "H", "H", "H", "H", "H"], "xyz": [[-1.523, 0.795, 0.024], [-1.014, -0.586, -0.397], [0.470, -0.617, -0.652], [1.227, -0.765, -1.702], [1.478, -0.442, 0.501], [1.557, 0.892, 0.945], [-1.365, 1.526, -0.776], [-2.595, 0.751, 0.243], [-0.996, 1.154, 0.912], [-1.228, -1.318, 0.393], [-1.541, -0.926, -1.295], [2.470, -0.835, 0.232], [1.108, -1.036, 1.344], [1.953, 1.406, 0.228]], "atomic_forces_ev_per_a": [[-0.01, 0.08, 0.02], [-0.06, -0.07, -0.04], [0.36, -0.09, -0.63], [-0.53, 0.05, 0.71], [0.19, -0.28, 0.10], [0.11, 0.20, -0.17], [-0.02, -0.12, 0.12], [0.17, 0.01, -0.03], [-0.11, -0.05, -0.12], [0.04, 0.12, -0.13], [0.11, 0.06, 0.14], [-0.21, 0.07, 0.03], [0.06, 0.05, -0.16], [-0.10, -0.02, 0.18]]}

---

{"formula": "C50H35ClIN9O3Ti", "method": "ωB97M-V with the def2-TZVPD basis set", "homo_energy_ev": -6.11, "gap_ev": 5.328, "symbols": ["Ti", "C", "C", "C", "C", "C", "N", "C", "N", "C", "C", "C", "C", "C", "C", "C", "C", "N", "C", "N", "C", "N", "C", "N", "C", "N", "C", "C", "C", "C", "C", "C", "C", "C", "C", "C", "C", "C", "N", "C", "C", "H", "H", "H", "H", "H", "H", "H", "H", "H", "H", "H", "H", "H", "H", "H", "H", "I", "C", "C", "C", "C", "C", "C", "C", "O", "O", "H", "H", "H", "H", "Cl", "C", "C", "C", "C", "C", "C", "C", "H", "H", "H", "H", "H", "H", "C", "N", "C", "C", "C", "O", "H", "H", "H", "H", "H", "H", "H", "H", "H"], "xyz": [[-0.194, -0.759, -0.214], [1.122, 4.852, 3.508], [2.314, 4.905, 2.789], [2.612, 3.948, 1.830], [1.676, 2.961, 1.573], [1.714, 1.800, 0.684], [0.306, 1.320, 0.526], [-0.188, 1.650, 1.905], [-0.474, 0.793, 2.801], [-0.387, -0.557, 2.718], [-0.356, -1.447, 3.807], [-0.638, -1.294, 5.179], [-0.520, -2.391, 5.988], [-0.122, -3.657, 5.478], [0.171, -3.830, 4.154], [0.059, -2.713, 3.300], [0.254, -2.548, 1.919], [-1.164, -2.421, -0.530], [-0.789, -3.512, -0.064], [0.269, -3.574, 0.973], [1.266, -4.096, 0.078], [2.265, -3.546, -0.463], [2.698, -2.240, -0.373], [1.964, -1.092, -0.238], [2.890, -0.048, -0.212], [2.739, 1.227, 0.229], [4.195, -0.553, -0.404], [5.465, 0.055, -0.388], [6.563, -0.754, -0.517], [6.437, -2.161, -0.655], [5.208, -2.767, -0.654], [4.072, -1.947, -0.525], [0.582, -5.269, -0.535], [1.027, -6.459, -1.062], [0.076, -7.313, -1.623], [-1.266, -6.961, -1.671], [-1.704, -5.729, -1.185], [-0.766, -4.899, -0.615], [-0.029, -1.265, 1.589], [0.475, 2.912, 2.295], [0.199, 3.838, 3.281], [0.914, 5.604, 4.259], [3.019, 5.704, 2.985], [3.549, 3.970, 1.286], [-0.945, -0.332, 5.570], [-0.738, -2.297, 7.045], [-0.053, -4.497, 6.158], [0.478, -4.792, 3.761], [5.550, 1.128, -0.263], [7.555, -0.318, -0.509], [7.334, -2.762, -0.742], [5.100, -3.842, -0.734], [2.076, -6.721, -1.032], [0.393, -8.268, -2.023], [-1.983, -7.647, -2.103], [-2.750, -5.452, -1.236], [-0.720, 3.774, 3.852], [-6.436, 5.294, -0.395], [-5.342, 3.523, -0.146], [-4.707, 2.961, -1.244], [-3.922, 1.833, -1.059], [-3.788, 1.263, 0.205], [-4.480, 1.804, 1.279], [-5.250, 2.946, 1.112], [-2.832, 0.131, 0.445], [-2.935, -0.599, 1.399], [-1.875, 0.036, -0.476], [-4.805, 3.404, -2.226], [-3.403, 1.390, -1.900], [-4.386, 1.333, 2.251], [-5.763, 3.389, 1.955], [-1.020, 8.181, -0.175], [-0.787, 6.466, -0.302], [-1.721, 5.604, 0.249], [-1.515, 4.238, 0.160], [-0.388, 3.721, -0.472], [-0.212, 2.226, -0.624], [0.524, 4.605, -1.035], [0.334, 5.977, -0.952], [-2.603, 6.003, 0.735], [-2.237, 3.564, 0.606], [0.502, 2.047, -1.427], [-1.169, 1.847, -0.936], [1.405, 4.223, -1.540], [1.050, 6.662, -1.387], [-1.238, -0.847, -5.627], [-1.152, -0.942, -4.171], [-2.316, -1.506, -3.490], [-0.058, -0.554, -3.522], [1.107, -0.069, -4.342], [0.071, -0.562, -2.282], [-2.168, -1.305, -5.946], [-0.420, -1.371, -6.119], [-1.234, 0.193, -5.956], [-2.339, -2.589, -3.624], [-3.223, -1.074, -3.913], [-2.272, -1.303, -2.431], [1.386, -0.808, -5.092], [1.949, 0.092, -3.676], [0.868, 0.864, -4.855]], "atomic_forces_ev_per_a": [[0.30, -0.34, -2.35], [-0.04, -0.03, 0.02], [0.01, 0.03, 0.00], [0.11, -0.01, -0.08], [-0.39, 0.09, 0.17], [0.09, -0.15, -0.31], [0.18, 0.49, 0.18], [-0.06, -0.12, 0.10], [-0.03, 0.15, -0.14], [0.11, -0.11, 0.09], [0.07, -0.01, -0.23], [0.01, -0.05, 0.22], [-0.05, 0.24, -0.02], [0.06, -0.16, -0.14], [-0.04, -0.06, 0.18], [0.04, 0.20, -0.14], [-0.05, -0.19, 0.29], [-0.13, -0.23, 0.11], [0.33, -0.14, 0.29], [-0.40, 0.08, -0.24], [0.28, 0.14, 0.11], [-0.04, -0.15, -0.08], [0.10, 0.14, 0.04], [0.35, -0.05, 0.17], [0.19, -0.09, -0.39], [-0.09, 0.09, 0.25], [-0.23, -0.04, 0.06], [0.12, -0.02, -0.02], [-0.03, 0.22, -0.02], [-0.10, -0.20, 0.00], [0.14, -0.01, -0.03], [-0.17, 0.05, 0.12], [-0.16, -0.02, 0.05], [0.01, 0.02, 0.00], [0.08, -0.02, 0.01], [-0.03, 0.04, -0.02], [-0.07, 0.02, -0.04], [0.06, 0.00, -0.10], [-0.01, -0.17, 1.25], [0.20, 0.17, -0.24], [-0.14, 0.00, 0.02], [0.02, -0.01, -0.03], [-0.01, -0.03, 0.00], [-0.03, -0.01, 0.01], [0.02, -0.04, -0.01], [0.01, -0.02, -0.02], [0.00, 0.02, -0.01], [-0.02, 0.02, 0.02], [0.05, -0.04, -0.01], [-0.03, -0.01, 0.01], [-0.01, 0.02, -0.03], [0.03, 0.03, -0.01], [-0.02, -0.02, -0.01], [-0.03, 0.02, 0.01], [0.02, -0.01, 0.01], [0.05, 0.04, -0.02], [0.06, 0.01, -0.01], [0.08, -0.15, 0.03], [-0.13, 0.20, -0.07], [0.05, -0.10, 0.01], [-0.03, 0.04, 0.07], [0.20, 0.08, -0.29], [0.00, -0.01, 0.12], [0.03, -0.04, 0.02], [-0.40, -0.12, -0.01], [-0.07, 0.01, -0.01], [-0.75, 0.49, 0.49], [-0.01, 0.02, 0.02], [0.05, 0.03, 0.00], [0.03, 0.04, -0.03], [0.00, -0.01, -0.01], [-0.03, 0.05, -0.01], [0.07, -0.14, -0.04], [-0.10, 0.06, 0.04], [0.01, -0.01, 0.02], [0.18, -0.15, 0.34], [0.05, 0.15, 0.03], [0.05, 0.00, 0.01], [0.03, 0.05, -0.04], [0.05, -0.03, 0.00], [-0.05, -0.03, -0.01], [0.05, -0.09, -0.04], [-0.16, -0.23, 0.00], [-0.03, -0.01, 0.05], [-0.03, -0.02, 0.03], [0.11, 0.00, -0.02], [-0.12, -0.06, 0.09], [0.00, -0.02, -0.01], [0.39, 0.19, -0.12], [0.08, -0.01, 0.02], [-0.34, -0.01, 0.01], [-0.04, -0.01, 0.03], [0.00, -0.02, 0.03], [-0.01, 0.00, 0.01], [0.00, 0.01, -0.04], [0.04, 0.03, 0.00], [0.07, 0.05, 0.20], [0.02, 0.04, -0.02], [-0.01, 0.02, 0.04], [-0.03, -0.02, -0.03]]}